The following is a quantum chemistry calculation of 12 unconnected molecules or ions with the total composition H24O12 at a distorted geometry, from OMol25.

Geometry (Å):
O  -3.412  2.091  -2.324
H  -3.751  1.213  -2.643
H  -2.859  2.038  -1.531
O  -0.236  0.259  2.181
H  0.432  0.241  2.846
H  -0.714  -0.530  2.413
O  -2.001  2.083  -0.061
H  -2.052  3.043  0.066
H  -1.995  1.760  0.807
O  1.400  -2.648  1.305
H  0.822  -2.779  0.545
H  2.070  -3.272  1.098
O  0.146  3.036  1.682
H  0.255  3.131  0.760
H  -0.076  2.160  1.932
O  -2.261  -0.916  -1.728
H  -1.393  -0.524  -1.739
H  -2.759  -0.774  -2.560
O  -0.152  -1.653  -3.685
H  -0.896  -2.230  -3.677
H  0.138  -1.519  -2.801
O  0.105  0.147  -0.523
H  0.053  -0.143  0.428
H  -0.226  1.014  -0.543
O  2.051  -0.940  -1.891
H  1.326  -0.654  -1.349
H  2.442  -1.696  -1.468
O  2.896  1.975  0.723
H  2.355  2.394  0.094
H  3.812  2.168  0.677
O  3.112  -0.641  1.325
H  2.776  0.216  0.962
H  2.380  -1.277  1.412
O  -1.532  -2.192  2.171
H  -1.615  -2.206  3.121
H  -0.644  -2.369  1.958

**Spin multiplicity**: 1
**Kohn-Sham gap**: 10.134 eV
**Energy relative to the best compared isomer or geometry (same formula, charge and spin)**: 2.5373 eV
**Total charge**: 0
**LUMO level**: -0.3 eV
**Highest occupied orbital energy**: -0.3833 Ha
**Largest force on an atom**: 0.053 Eh/bohr
**Energy**: -24959.157 eV



The following is a quantum chemistry calculation of a molecular structure, H24O12 at a distorted geometry, from OMol25.

Geometry (Å):
H  -0.007  -0.966  1.479
H  -0.218  -0.817  0.077
H  1.383  3.054  -2.321
H  0.698  3.048  -0.863
H  -2.678  -2.291  1.202
H  -1.282  -2.768  1.220
H  -2.598  1.160  -1.214
H  -4.068  1.196  -1.633
H  4.438  0.664  0.054
H  3.110  0.416  0.736
H  4.580  0.260  -1.893
H  3.648  -0.995  -1.924
H  -3.888  -3.173  -1.047
H  -3.136  -3.631  -2.324
H  -1.637  3.303  -0.649
H  -1.806  4.725  -0.963
H  3.405  -2.306  0.229
H  3.560  -3.710  0.169
H  0.360  0.699  3.917
H  -0.655  0.620  2.823
H  1.651  -0.540  -0.793
H  1.279  -0.141  0.747
H  -3.833  1.851  1.567
H  -2.862  0.707  1.061
O  -0.595  -1.308  0.849
O  1.547  2.911  -1.406
O  -1.887  -2.407  0.690
O  -3.340  0.661  -1.523
O  4.036  0.519  0.976
O  3.899  -0.186  -1.499
O  -3.245  -3.814  -1.428
O  -1.088  4.164  -0.779
O  2.892  -3.014  -0.091
O  -0.365  1.203  3.503
O  1.890  -0.663  0.197
O  -3.185  1.570  0.853

**Spin multiplicity**: 1
**Kohn-Sham gap**: 8.088 eV
**Energy relative to the best compared isomer or geometry (same formula, charge and spin)**: 8.9219 eV
**Total charge**: 0
**LUMO level**: -0.2 eV
**Highest occupied orbital energy**: -0.3028 Ha
**Largest force on an atom**: 0.259 Eh/bohr
**Energy**: -24952.773 eV



The following is a quantum chemistry calculation of 11 unconnected molecules or ions with the total composition H24O12 at a distorted geometry, from OMol25.

Geometry (Å):
H  0.821  -0.013  0.883
H  -0.341  -0.685  0.170
H  -4.245  -1.717  0.726
H  -5.705  -1.320  0.874
H  -2.054  3.410  1.272
H  -1.949  4.780  1.922
H  3.662  -1.034  2.940
H  2.234  -1.184  3.436
H  -3.579  0.499  0.511
H  -2.897  1.794  0.102
H  3.196  2.099  -3.396
H  3.233  2.509  -1.934
H  -3.500  -2.189  -1.693
H  -2.874  -0.849  -1.343
H  3.243  -3.200  0.388
H  4.458  -3.626  -0.421
H  -1.447  1.480  -1.203
H  -2.838  1.513  -1.816
H  0.283  -4.184  -0.013
H  -0.488  -2.906  -0.300
H  2.807  -0.498  -0.581
H  1.959  0.468  -1.392
H  2.342  2.654  0.282
H  1.245  3.314  1.101
O  0.559  -0.847  0.476
O  -5.065  -1.983  1.156
O  -1.421  4.108  1.475
O  2.760  -1.170  2.629
O  -3.086  0.903  -0.211
O  3.036  1.761  -2.508
O  -3.712  -1.324  -1.325
O  3.980  -2.844  -0.122
O  -2.141  0.905  -1.544
O  0.408  -3.260  -0.258
O  2.785  0.412  -0.898
O  2.201  3.199  1.064

**Spin multiplicity**: 1
**Kohn-Sham gap**: 8.018 eV
**Energy relative to the best compared isomer or geometry (same formula, charge and spin)**: 8.5570 eV
**Total charge**: 0
**LUMO level**: -0.4 eV
**Highest occupied orbital energy**: -0.3103 Ha
**Largest force on an atom**: 0.301 Eh/bohr
**Energy**: -24953.137 eV



The following is a quantum chemistry calculation of 12 unconnected molecules or ions with the total composition H24O12, from OMol25.

Geometry (Å):
O  -2.052  -2.811  -3.927
H  -1.613  -3.482  -3.404
H  -1.338  -2.316  -4.330
O  2.588  1.015  3.895
H  1.706  1.294  3.647
H  3.087  1.043  3.079
O  -1.400  2.874  3.716
H  -1.867  2.116  4.067
H  -1.265  2.666  2.791
O  0.799  -3.058  2.380
H  0.839  -3.783  1.757
H  1.659  -3.052  2.799
O  0.467  2.469  -3.070
H  1.389  2.373  -3.307
H  0.235  1.633  -2.666
O  3.763  1.781  0.420
H  3.227  1.931  -0.358
H  4.359  2.529  0.449
O  1.651  -1.731  -4.576
H  2.037  -1.014  -5.078
H  1.812  -2.511  -5.108
O  -1.869  4.077  -0.183
H  -1.880  5.033  -0.226
H  -1.538  3.802  -1.038
O  0.252  -0.039  -0.642
H  0.124  -0.965  -0.850
H  -0.052  0.048  0.261
O  -2.039  -0.896  3.192
H  -1.330  -1.492  2.953
H  -1.977  -0.817  4.144
O  -4.492  1.153  1.262
H  -4.296  1.983  0.827
H  -3.640  0.825  1.549
O  0.530  -4.245  -1.311
H  0.830  -3.640  -1.989
H  1.291  -4.794  -1.125

**Spin multiplicity**: 1
**Kohn-Sham gap**: 10.713 eV
**Energy relative to the best compared isomer or geometry (same formula, charge and spin)**: 2.3566 eV
**Total charge**: 0
**LUMO level**: -0.2 eV
**Highest occupied orbital energy**: -0.4022 Ha
**Largest force on an atom**: 0.010 Eh/bohr
**Energy**: -24959.338 eV



The following is a quantum chemistry calculation of a molecular structure, H24O12 at a distorted geometry, from OMol25.

Geometry (Å):
O  -11.119  -66.448  11.500
H  -10.309  -66.674  11.840
H  -11.479  -65.634  12.014
O  -13.169  -68.900  13.578
H  -13.653  -69.551  13.244
H  -12.223  -68.921  13.180
O  -10.778  -73.366  13.536
H  -10.386  -72.607  13.424
H  -11.148  -72.997  14.396
O  -10.301  -69.484  12.849
H  -10.463  -69.801  11.892
H  -10.217  -70.459  13.238
O  -8.765  -71.210  13.281
H  -8.483  -70.888  12.350
H  -7.919  -71.649  13.557
O  -7.760  -69.925  11.256
H  -6.876  -70.078  11.303
H  -8.045  -70.543  10.567
O  -8.831  -67.084  12.608
H  -8.624  -67.395  11.783
H  -9.095  -67.972  13.093
O  -11.993  -70.472  15.235
H  -10.854  -70.216  15.025
H  -12.467  -70.260  14.495
O  -11.684  -72.391  15.141
H  -11.806  -71.456  15.284
H  -11.943  -72.739  16.058
O  -10.037  -71.633  10.007
H  -9.934  -72.492  10.156
H  -9.510  -71.288  9.194
O  -11.045  -68.819  10.231
H  -11.282  -67.947  10.759
H  -11.721  -69.267  9.757
O  -9.322  -70.244  15.544
H  -8.878  -69.428  15.475
H  -8.673  -70.492  14.860

**Spin multiplicity**: 1
**Kohn-Sham gap**: 7.981 eV
**Energy relative to the best compared isomer or geometry (same formula, charge and spin)**: 9.6413 eV
**Total charge**: 0
**LUMO level**: -0.4 eV
**Highest occupied orbital energy**: -0.3096 Ha
**Largest force on an atom**: 0.247 Eh/bohr
**Energy**: -24952.053 eV



The following is a quantum chemistry calculation of 12 unconnected molecules or ions with the total composition H24O12 at a distorted geometry, from OMol25.

Geometry (Å):
O  0.268  -0.364  0.584
H  -0.560  0.030  0.249
H  0.720  0.389  0.918
O  0.167  -0.305  -2.078
H  -0.137  0.134  -2.877
H  0.243  0.566  -1.525
O  -4.422  1.175  -0.748
H  -3.898  0.528  -0.212
H  -4.391  0.748  -1.572
O  4.569  0.037  0.506
H  3.873  -0.194  1.165
H  4.977  -0.733  0.227
O  -3.294  -3.032  -2.343
H  -2.854  -3.137  -1.424
H  -4.250  -3.020  -2.271
O  0.418  3.867  0.866
H  1.119  3.687  0.265
H  0.441  4.834  0.639
O  -0.736  -3.945  0.040
H  -0.343  -3.371  -0.709
H  -0.087  -4.042  0.722
O  -2.703  -1.507  1.433
H  -3.336  -2.021  1.905
H  -3.027  -0.681  1.883
O  3.795  2.199  2.578
H  3.522  2.966  2.142
H  4.772  2.292  2.807
O  4.465  -1.302  -1.457
H  3.483  -1.192  -1.330
H  4.968  -0.506  -1.618
O  -0.096  2.102  3.238
H  0.257  1.275  2.884
H  0.562  2.600  3.803
O  -2.603  0.837  -2.675
H  -1.661  0.778  -2.665
H  -3.020  -0.032  -2.950

**Spin multiplicity**: 1
**Kohn-Sham gap**: 10.330 eV
**Energy relative to the best compared isomer or geometry (same formula, charge and spin)**: 4.8009 eV
**Total charge**: 0
**LUMO level**: -0.2 eV
**Highest occupied orbital energy**: -0.3861 Ha
**Largest force on an atom**: 0.090 Eh/bohr
**Energy**: -24956.894 eV



- Look up the total charge of the fifth one.
  0



- Which of these has the highest highest occupied orbital energy?
  number 2



- Which value of highest occupied orbital energy does entry 5 give?
  -0.3096 Ha



- What is the Kohn-Sham gap in the fifth record?
  7.981 eV